C30H25Cl5CrFNS2 as an isolated structure. Source: the OMol25 dataset; level of theory: wB97M-V/def2-TZVPD.

Its expectation value of S² is 3.916. The value obtained for the gap between HOMO and LUMO (spin up / spin down) is 7.010 / 5.124 eV.

```
! RIJCOSX wB97M-V def2-TZVPD def2/J DEFGRID3
* xyz -1 4
Cr -0.17020 -0.17280 -0.02035
C 0.81719 -2.88484 3.31940
C -0.69911 -2.72041 3.43438
C -1.40304 -3.29104 2.21521
C -1.20236 -1.32167 3.80151
C -2.11310 -1.31856 4.85983
C -2.70608 -0.16182 5.32344
C -2.33600 1.03147 4.74208
C -1.40213 1.10066 3.70354
C -1.13451 2.54127 3.25016
C -2.06173 2.87715 2.07442
C 0.30989 2.98057 3.01219
C -0.86262 -0.09582 3.17317
N 0.08308 -0.06527 2.08870
C 1.39353 0.03704 2.49851
C 1.84512 0.05754 3.83861
C 3.18888 0.12503 4.16790
C 4.17458 0.18706 3.19106
C 3.77219 0.19837 1.86165
C 2.43449 0.13962 1.57125
F 2.07193 0.20618 0.24638
H 1.06120 -3.95089 3.34458
H 1.34168 -2.39763 4.14127
H 1.19520 -2.48174 2.37856
H -1.00988 -3.34587 4.27367
H -1.10115 -2.77466 1.30961
H -2.48612 -3.20826 2.33072
H -1.15185 -4.34945 2.09406
H -2.37694 -2.26461 5.31753
H -3.42804 -0.18946 6.13069
H -2.76589 1.95603 5.11250
H -1.46431 3.14983 4.09445
H -2.01383 2.09607 1.31834
H -1.78357 3.82287 1.60168
H -3.09936 2.94553 2.41113
H 0.74828 2.55478 2.11390
H 0.94766 2.71689 3.85463
H 0.32441 4.06951 2.90359
H 1.10479 0.01073 4.62640
H 3.46718 0.13242 5.21606
H 5.22354 0.22376 3.45350
H 4.48293 0.25361 1.04654
S -0.15192 -0.11960 -2.50832
C -0.14175 1.51344 -2.95746
C -0.28077 1.87762 -4.32467
C -0.23605 3.18509 -4.71054
C -0.05958 4.20892 -3.74908
C 0.05284 3.89887 -2.42452
C 0.00916 2.54817 -1.98853
S 0.10215 2.21847 -0.32874
H -0.41934 1.08582 -5.05007
H -0.34537 3.44384 -5.75637
H -0.01790 5.24446 -4.06389
H 0.17706 4.67493 -1.67962
Cl -3.37822 2.64476 -0.93221
C -3.27559 0.93714 -0.63750
C -2.12402 0.30624 -0.25103
C -1.99000 -1.00817 -0.16205
Cl 0.76818 -2.21580 -0.33342
C -3.00237 -1.87229 -0.49400
Cl -2.78261 -3.58191 -0.67363
C -4.23967 -1.28930 -0.80103
Cl -5.60044 -2.29544 -1.14794
C -4.37903 0.10701 -0.86426
Cl -5.90830 0.79985 -1.27059
*
```

C30H25ClI2N2OPPbS3 as an isolated structure at a distorted geometry. Source: the OMol25 dataset; level of theory: wB97M-V/def2-TZVPD.

The value obtained for the gap between HOMO and LUMO is 7.545 eV.

```
! RIJCOSX wB97M-V def2-TZVPD def2/J DEFGRID3
* xyz 1 1
Pb 2.21382 -0.18241 -1.22303
I 4.83628 -1.04289 -3.51627
C 5.89190 -2.26972 -2.10924
I 4.74189 -2.94013 -0.43919
H 6.72223 -1.68924 -1.72920
H 6.24097 -3.14288 -2.64448
S 3.47972 2.01104 -0.50695
C 3.35424 1.29855 1.07265
C 3.89618 1.88261 2.22203
C 3.73081 1.24337 3.43003
C 3.03465 0.03328 3.48470
C 2.54337 -0.48959 2.31182
N 2.69641 0.12575 1.13358
H 4.42670 2.81926 2.12899
H 4.13982 1.67781 4.33295
H 2.89246 -0.48632 4.42116
H 2.01372 -1.43578 2.28305
Cl 1.12601 1.00731 -3.66941
C -0.29025 1.97745 -3.34905
C -0.84586 2.65469 -4.42299
C -1.98005 3.42292 -4.22618
C -2.55874 3.50024 -2.96732
C -2.00047 2.81206 -1.90678
C -0.84630 2.04342 -2.07480
P -0.20794 1.12138 -0.62195
C 0.08746 2.40998 0.62344
C 0.13656 2.05307 1.97220
C 0.47302 2.99770 2.92622
C 0.79273 4.29194 2.54034
C 0.77345 4.64237 1.19926
C 0.42653 3.70433 0.23947
C -1.73607 0.26418 -0.10013
C -2.48507 0.61147 1.02035
C -3.61677 -0.12372 1.34626
C -4.02563 -1.17494 0.54080
C -3.30914 -1.49135 -0.60497
C -2.16085 -0.78472 -0.91617
H -0.39617 2.57297 -5.40282
H -2.41230 3.95600 -5.06171
H -3.45093 4.09213 -2.81458
H -2.45885 2.85836 -0.92671
H -0.08686 1.03730 2.27310
H 0.50032 2.71572 3.97073
H 1.07469 5.02222 3.28744
H 1.04022 5.64544 0.89437
H 0.42703 3.97529 -0.80831
H -2.20974 1.45895 1.63145
H -4.17812 0.12689 2.23686
H -4.90883 -1.74543 0.79608
H -3.64354 -2.29632 -1.24476
H -1.59824 -1.02978 -1.81272
S 0.65949 -2.96730 -0.31494
C -0.86368 -3.74310 0.19696
C -1.08341 -3.55227 1.55912
C -2.20920 -4.09203 2.15283
C -3.11585 -4.81185 1.38589
C -2.87037 -5.01939 0.03799
C -1.74032 -4.48722 -0.57224
H -0.37095 -2.98358 2.14768
H -2.36660 -3.96433 3.21538
H -4.00659 -5.21750 1.84667
H -3.56254 -5.60189 -0.55579
H -1.56446 -4.65454 -1.62271
O -0.68430 -4.21302 -3.47489
S 0.54062 -3.45807 -3.30762
N 0.93169 -2.97618 -1.91391
*
```

C30H25CuN5O2S2Te as an isolated structure at a distorted geometry. Source: the OMol25 dataset; level of theory: wB97M-V/def2-TZVPD.

Its expectation value of S² is 0.790. The value obtained for the gap between HOMO and LUMO (spin up / spin down) is 7.296 / 5.981 eV.

```
! RIJCOSX wB97M-V def2-TZVPD def2/J DEFGRID3
* xyz 0 2
Cu 0.35981 -1.05201 1.23625
C 0.54570 5.43288 6.35924
C 0.59130 4.42996 5.23678
C -0.29658 3.36083 5.19916
C -0.25461 2.43777 4.16404
C 0.68382 2.58699 3.15458
C 1.58082 3.64363 3.17609
C 1.52744 4.56012 4.21156
S 0.88319 1.25165 1.98615
O 1.35425 1.78746 0.73794
O -0.43710 0.60209 1.95581
N 2.00703 0.43395 2.73414
C 1.68832 -0.59831 3.55737
C 2.15933 -0.62375 4.88834
C 1.81243 -1.66278 5.71384
C 1.01214 -2.69743 5.22268
C 0.60913 -2.63428 3.91064
N 0.93743 -1.62749 3.09076
H -0.29362 5.23921 7.02518
H 0.44480 6.44512 5.96479
H 1.46539 5.39584 6.94620
H -1.02885 3.24472 5.98952
H -0.94032 1.60203 4.12358
H 2.30923 3.72742 2.37910
H 2.22623 5.38861 4.23210
H 2.76233 0.20880 5.22294
H 2.14174 -1.67290 6.74549
H 0.72097 -3.53066 5.84623
H 0.00381 -3.41776 3.47124
N -0.98095 0.17711 -2.64649
C -2.36419 0.11259 -2.83851
C -2.92354 0.17549 -4.10769
C -4.30163 0.18771 -4.25877
C -5.13037 0.10009 -3.14978
C -4.57727 -0.01273 -1.88362
C -3.19953 0.00450 -1.73026
S -2.46165 -0.11418 -0.13058
N -0.97981 -0.74372 -0.45119
C -0.36978 -0.60436 -1.65730
C 1.12577 -0.49746 -1.58350
C 1.90879 -0.02639 -2.63156
C 3.27729 0.06101 -2.46207
C 3.83337 -0.31419 -1.25032
C 2.98490 -0.76820 -0.25834
N 1.67022 -0.86076 -0.42265
H -0.46230 0.27167 -3.50305
H -2.27620 0.22051 -4.97641
H -4.72820 0.25943 -5.25032
H -6.20515 0.11201 -3.27009
H -5.20829 -0.11054 -1.00876
H 1.47438 0.28702 -3.57073
H 3.90235 0.42439 -3.26691
H 4.89729 -0.24503 -1.07481
H 3.36262 -1.05836 0.71354
Te -0.52746 -3.00137 -2.21923
C -0.62634 -3.11858 -4.35291
C 0.04211 -2.25984 -5.21748
C -0.08229 -2.40310 -6.59273
C -0.85857 -3.42344 -7.12094
C -1.50976 -4.29916 -6.26276
C -1.40730 -4.14016 -4.89032
H 0.68630 -1.48145 -4.82524
H 0.44086 -1.72209 -7.25261
H -0.95383 -3.53326 -8.19320
H -2.10832 -5.10878 -6.66129
H -1.93908 -4.80812 -4.22286
*
```

C30H25LiN3OSi as an isolated structure. Source: the OMol25 dataset; level of theory: wB97M-V/def2-TZVPD.

The value obtained for the gap between HOMO and LUMO is 6.447 eV.

```
! RIJCOSX wB97M-V def2-TZVPD def2/J DEFGRID3
* xyz -1 1
Li 0.49585 -0.65878 -2.20553
O -1.93952 -3.65548 -3.09191
C -1.06976 -2.76408 -3.04565
N -1.16872 -1.48103 -2.76722
C -2.49989 -1.05642 -2.37678
C -2.40188 0.27481 -1.66221
C -2.56257 0.29148 -0.16483
C -2.89855 1.64757 0.47613
C -2.42072 2.76700 -0.38821
C -2.09568 2.56308 -1.65986
N -2.20022 1.32611 -2.35541
C 0.36974 -3.19216 -3.31540
C 0.62841 -4.46501 -3.81084
C 1.93970 -4.84127 -4.03020
C 2.95891 -3.94542 -3.73432
C 2.61057 -2.70547 -3.22979
N 1.34775 -2.32846 -3.02933
H -2.97090 -1.80052 -1.72622
H -3.15241 -0.92877 -3.25029
H -3.30451 -0.46415 0.10422
H -3.94895 1.79448 0.75965
H -2.32997 3.75725 0.04645
H -1.73379 3.37817 -2.27468
H -0.21349 -5.11610 -3.99616
H 2.17222 -5.82398 -4.42311
H 3.99854 -4.20327 -3.88427
H 3.37198 -1.97950 -2.96538
C 1.50665 5.08223 0.44110
C 1.32004 4.45769 -0.78440
C 1.01358 3.10554 -0.83428
C 0.87592 2.32665 0.31850
C 1.08975 2.98104 1.53508
C 1.39361 4.33529 1.60476
Si 0.48864 0.43418 0.12933
C -1.33271 0.14171 0.83103
C -1.98413 1.29149 1.67671
C -2.74157 0.83178 2.88671
C -2.76269 -0.43898 3.28538
C -2.02777 -1.49125 2.56850
C -1.35567 -1.21890 1.45036
C 1.52665 -0.20366 1.62713
C 1.14775 -0.09776 2.96986
C 1.97931 -0.50808 4.00325
C 3.22923 -1.04301 3.72362
C 3.63009 -1.16944 2.40140
C 2.78461 -0.75934 1.37858
H 1.74527 6.13841 0.48895
H 1.41508 5.02843 -1.70162
H 0.86551 2.63248 -1.80048
H 1.03198 2.41848 2.45982
H 1.54995 4.80675 2.56865
H -1.31035 2.10775 1.95493
H -3.28917 1.58980 3.44129
H -3.32685 -0.72180 4.16731
H -2.03593 -2.49385 2.97897
H -0.81975 -2.00915 0.93086
H 0.17211 0.30255 3.22490
H 1.64850 -0.41302 5.03172
H 3.88224 -1.36270 4.52733
H 4.60029 -1.59340 2.16731
H 3.10770 -0.87796 0.34861
*
```

A 5-piece molecular cluster, C30H25N5O10 overall at a distorted geometry. Source: the OMol25 dataset; level of theory: wB97M-V/def2-TZVPD.

The value obtained for the gap between HOMO and LUMO is 7.359 eV.

```
! RIJCOSX wB97M-V def2-TZVPD def2/J DEFGRID3
* xyz 0 1
O -8.59737 3.40053 -2.81276
N -7.87437 2.45253 -2.29776
O -8.20937 1.53853 -1.69976
C -6.46037 2.58953 -2.52476
C -5.81237 3.76053 -3.34576
C -4.22237 3.92753 -3.53276
C -3.43537 3.00453 -2.63276
C -3.97637 1.92253 -1.92876
C -5.45137 1.68153 -1.83176
H -6.48237 4.57653 -3.74276
H -3.79037 4.66753 -4.10176
H -2.33537 3.09553 -2.57076
H -3.44937 1.19853 -1.42576
H -5.91437 0.85753 -1.16776
O -3.64237 -5.18847 3.73924
N -2.62537 -4.52947 3.31724
O -2.51037 -3.33447 3.69324
C -2.21037 -4.85247 2.06124
C -1.32837 -3.90247 1.14424
C -0.79637 -4.26847 -0.16576
C -1.26737 -5.62347 -0.73576
C -2.13037 -6.44647 -0.07676
C -2.63137 -6.11347 1.37524
H -1.19737 -2.90947 1.52224
H -0.25337 -3.46747 -0.71576
H -0.82337 -5.95847 -1.69176
H -2.47237 -7.41747 -0.55476
H -3.32337 -6.76447 1.73824
O -0.90337 1.53053 3.43824
N 0.12763 1.55253 4.08524
O 1.14363 2.21753 3.75724
C 0.38663 0.54353 5.25224
C 1.65063 0.69053 6.04524
C 1.90763 -0.35247 7.17224
C 0.82063 -1.13647 7.60024
C -0.47337 -1.13347 7.00524
C -0.78037 -0.22247 5.77824
H 2.33763 1.37453 5.78424
H 2.81863 -0.46947 7.69424
H 0.79263 -1.86747 8.33324
H -1.16437 -2.01347 7.37024
H -1.59337 -0.26047 5.31624
O 1.64563 1.98553 -2.02776
N 0.90463 1.75253 -1.07576
O -0.10037 2.47353 -0.73976
C 1.07563 0.44453 -0.35776
C 2.07863 -0.64247 -0.94276
C 2.26763 -1.90047 -0.20476
C 1.83163 -2.06147 1.24324
C 0.98463 -1.02847 1.81724
C 0.70463 0.25953 1.15024
H 2.51563 -0.33347 -1.78876
H 2.98763 -2.68347 -0.67376
H 1.97963 -2.93347 1.77224
H 0.68663 -1.28647 2.78124
H 0.06063 0.90853 1.54524
O 8.08463 1.31553 -3.20176
N 6.91263 1.63753 -2.87576
O 6.42963 1.64853 -1.73376
C 6.04363 2.12853 -4.00076
C 6.68063 2.48153 -5.35576
C 5.72063 3.00153 -6.45176
C 4.27063 3.31153 -6.16776
C 3.66963 3.07253 -4.94776
C 4.53763 2.61353 -3.76276
H 7.80363 2.39953 -5.59276
H 6.08663 3.30853 -7.49676
H 3.50963 3.77253 -7.03676
H 2.57663 3.47753 -4.85376
H 4.20363 2.52653 -2.68776
*
```

C30H26AuN11 as an isolated structure. Source: the OMol25 dataset; level of theory: wB97M-V/def2-TZVPD.

The value obtained for the gap between HOMO and LUMO is 6.143 eV.

```
! RIJCOSX wB97M-V def2-TZVPD def2/J DEFGRID3
* xyz 2 1
Au 0.55574 -0.45062 -0.72320
C 0.77537 -5.17389 -0.62722
C 0.66270 -3.91022 -1.19402
N 1.13408 -2.84088 -0.56717
C 1.71200 -3.00256 0.62641
C 1.80227 -4.27641 1.18197
N 1.34013 -5.35237 0.55847
C 2.27373 -1.78488 1.28707
C 3.11813 -1.90479 2.36972
C 3.74045 -0.78966 2.93142
C 3.50859 0.42306 2.28459
C 2.65346 0.51796 1.20388
N 1.99338 -0.57293 0.74880
C 2.49628 1.82517 0.48699
C 2.96781 3.02597 1.01424
N 2.85244 4.17514 0.36112
C 2.25717 4.14177 -0.82239
C 1.77005 2.95434 -1.35610
N 1.89871 1.80682 -0.70574
C 4.63183 -0.89537 4.10951
C 4.91223 -2.12494 4.70169
C 5.74991 -2.16763 5.80552
N 6.31232 -1.09239 6.34680
C 6.04291 0.08051 5.78341
C 5.22009 0.23244 4.67818
H 0.40154 -6.05107 -1.14024
H 0.19801 -3.76361 -2.16058
H 2.24574 -4.45126 2.15224
H 3.31813 -2.88487 2.76596
H 4.03023 1.30622 2.60846
H 3.44191 3.08658 1.98389
H 2.16040 5.07757 -1.35867
H 1.27449 2.93641 -2.31852
H 4.50716 -3.05725 4.33654
H 5.97816 -3.11693 6.27529
H 6.50647 0.94872 6.23647
H 5.06040 1.23085 4.29830
C -0.72665 0.46813 0.61397
H -0.09443 1.06930 1.25684
H -1.19204 -0.36692 1.12761
H -1.41702 1.06558 0.03066
C -2.84174 -1.41534 -1.09461
C -2.12859 -0.66376 -2.15837
N -0.85096 -0.28454 -2.13550
C -0.56861 0.35604 -3.33272
C -1.69513 0.35694 -4.07752
N -2.65949 -0.28501 -3.33321
C -4.06940 -0.46404 -3.74251
N -4.96793 0.18826 -2.86203
N -5.69256 -0.56853 -1.97737
N -6.37329 0.19621 -1.23235
C -6.12308 1.51130 -1.59029
C -6.64364 2.70115 -1.07385
C -6.20346 3.87069 -1.64685
C -5.27424 3.86632 -2.70951
C -4.75671 2.70060 -3.22968
C -5.21075 1.51824 -2.63875
H -2.11845 -1.94732 -0.47791
H -3.53152 -2.13832 -1.52640
H -3.43880 -0.75137 -0.46770
H 0.40810 0.74423 -3.56377
H -1.89034 0.73512 -5.06594
H -4.31728 -1.52359 -3.73953
H -4.14438 -0.07896 -4.75833
H -7.36596 2.68984 -0.26986
H -6.58189 4.81837 -1.29019
H -4.97085 4.81274 -3.13709
H -4.06333 2.71361 -4.06033
*
```